Record 1
109
Properties=species:S:1:pos:R:3:lowdin_charge:R:1 method="wB97M-V/def2-TZVPD" homo_lumo_gap_ev=4.032 total_energy_ev=-138707.460 lumo_energy_ev=-0.2 total_charge=-1
N 0.65406 -2.76171 1.67327 0.00
C 0.03338 -3.52126 2.77506 -0.31
C -0.27888 -4.95461 2.34804 -0.21
C -1.55677 -5.04287 1.47476 -0.27
C -1.34850 -5.94151 0.25404 -0.41
P -1.27603 -4.93487 -1.39517 0.42
S 1.04369 -5.42185 -1.54919 0.32
C -1.75626 -6.53728 -2.33973 -0.36
C -1.65420 -6.63774 -3.86156 -0.35
C -0.23870 -6.80283 -4.41515 -0.61
S -0.20576 -7.55953 -6.06238 0.69
C -1.21052 -3.81269 -2.96617 -0.38
C -1.08765 -2.35363 -2.48918 -0.37
C -2.36260 -1.81414 -1.84454 -0.56
Cl -2.98033 -0.34065 -2.71647 0.52
H 1.34394 -3.35231 1.22093 0.05
H 1.15603 -1.99177 2.09940 0.05
H -0.88817 -2.99412 3.03612 0.10
H 0.66210 -3.52600 3.67472 0.09
H -0.41476 -5.54931 3.25158 0.10
H 0.58828 -5.32786 1.80229 0.09
H -2.29333 -5.54151 2.11029 0.09
H -1.93319 -4.04922 1.22316 0.08
H -2.15574 -6.67588 0.18211 0.06
H -0.43103 -6.51896 0.33790 0.02
H -0.89495 -3.77665 -0.60947 -0.03
H -2.70319 -4.60413 -1.22335 0.01
H 1.55615 -4.18965 -1.42978 -0.27
H -1.16245 -7.36002 -1.92430 0.06
H -2.78544 -6.76548 -2.05619 0.07
H -2.13613 -7.58536 -4.13588 0.08
H -2.23266 -5.90193 -4.42088 0.09
H 0.25736 -7.53055 -3.77330 0.05
H 0.35683 -5.89892 -4.36297 0.03
H -0.60660 -6.55204 -6.84723 -0.20
H -0.34838 -3.97390 -3.60883 0.04
H -2.17199 -3.86591 -3.48234 0.07
H -0.91288 -1.76194 -3.39266 0.07
H -0.20338 -2.19865 -1.87222 0.09
H -2.11386 -1.44001 -0.85729 0.06
H -3.15380 -2.54973 -1.79764 0.05
C -4.98689 1.24489 -0.44292 -0.09
O -4.95140 1.80312 0.90046 -0.23
P -4.42840 3.32069 1.08700 0.47
O -2.95991 3.23416 1.18699 -0.24
O -5.18623 3.48316 2.51307 -0.26
C -5.31678 2.41788 3.44560 -0.11
O -4.80187 4.82661 0.67175 -0.24
C -4.32551 5.86756 1.52471 -0.10
H -5.37638 0.23458 -0.36997 0.09
H -5.64582 1.83182 -1.08249 0.09
H -3.98697 1.21104 -0.86509 0.02
H -4.36568 1.90813 3.60342 0.09
H -6.06966 1.70658 3.11152 0.08
H -5.64820 2.85286 4.38739 0.08
H -3.25419 5.77146 1.69359 0.09
H -4.86055 5.86357 2.47163 0.08
H -4.52498 6.80446 1.00841 0.09
C 0.58971 2.98954 3.06382 -0.08
O 1.16124 3.31546 4.35325 -0.26
P 2.79470 3.59062 4.44361 0.62
O 3.19428 2.15525 4.58321 -0.25
O 2.60422 4.38392 5.85271 -0.29
C 1.50498 4.18438 6.73357 -0.10
O 4.29289 4.24588 4.30477 -0.29
C 5.23849 3.93368 5.33046 -0.11
H -0.48147 2.86734 3.19537 0.08
H 0.76231 3.79522 2.35270 0.08
H 1.01325 2.05880 2.68656 0.09
H 1.32538 3.12372 6.90793 0.09
H 0.60602 4.65564 6.34170 0.08
H 1.76244 4.66439 7.67722 0.09
H 5.30594 2.85798 5.47555 0.09
H 4.97917 4.42865 6.26448 0.08
H 6.19815 4.31485 4.98554 0.10
C 8.48187 8.91018 7.67176 -0.09
O 7.10785 9.27152 7.91914 -0.23
P 5.98066 8.68582 6.90385 0.45
O 5.93133 9.62725 5.77199 -0.24
O 4.77370 8.85423 7.96073 -0.25
C 4.68289 9.94743 8.86397 -0.11
O 5.48894 7.25868 6.40533 -0.23
C 4.17483 7.18320 5.82509 -0.07
H 9.08539 9.36994 8.44923 0.09
H 8.61586 7.82956 7.71728 0.09
H 8.80147 9.28589 6.69890 0.09
H 4.84564 10.89817 8.35488 0.09
H 5.39696 9.83159 9.67777 0.08
H 3.67870 9.93636 9.28372 0.09
H 4.04744 7.92211 5.03561 0.10
H 3.41179 7.31798 6.58860 0.09
H 4.07323 6.19003 5.40126 0.04
C -1.51474 -6.50032 -12.61010 -0.09
O -1.28000 -5.11545 -12.28542 -0.23
P -1.72066 -4.60552 -10.80474 0.44
O -3.14547 -4.24638 -10.91169 -0.24
O -0.71646 -3.34425 -10.81149 -0.25
C -0.44325 -2.57676 -11.97496 -0.11
O -1.39978 -4.99107 -9.29869 -0.24
C -1.67589 -4.00708 -8.29102 -0.08
H -1.14666 -6.66616 -13.61879 0.08
H -0.97648 -7.15820 -11.92810 0.09
H -2.58270 -6.72008 -12.57618 0.09
H -1.36207 -2.30162 -12.49449 0.09
H 0.21769 -3.12257 -12.64655 0.08
H 0.06688 -1.67147 -11.65125 0.09
H -2.69621 -3.63752 -8.36759 0.09
H -0.96919 -3.18354 -8.35492 0.09
H -1.54954 -4.50086 -7.33044 0.07

=====

Record 2
18
Properties=species:S:1:pos:R:3:nbo_charge:R:1 method="wB97M-V/def2-TZVPD" homo_lumo_gap_ev=6.759 total_energy_ev=-19710.242 lumo_energy_ev=-5.7 total_charge=+1
C 1.46540 -0.62742 0.12336 0.10
C 1.03809 0.58863 0.29187 0.46
C -3.86509 0.26947 0.17933 0.12
C 2.74177 -0.65106 -0.70673 -0.60
C 0.71707 1.95625 0.33903 -0.77
N 1.01205 -1.79817 0.59357 -0.75
O -4.77923 -0.11410 -0.65770 -0.60
S -2.36687 -0.34717 0.29180 -0.22
H -4.19471 1.07968 0.83044 0.20
H 2.69209 -1.51583 -1.36680 0.26
H 3.59536 -0.75142 -0.03770 0.26
H 2.87604 0.24260 -1.31062 0.25
H 1.63051 2.56266 0.40691 0.32
H 0.22506 2.14243 1.30501 0.34
H 0.07655 2.29596 -0.47479 0.27
H 1.49450 -2.64947 0.37003 0.42
H 0.13129 -1.85010 1.07105 0.43
H -4.48987 -0.83294 -1.24806 0.51

=====

Record 3
67
Properties=species:S:1:pos:R:3:nbo_charge:R:1 method="wB97M-V/def2-TZVPD" homo_lumo_gap_ev=7.242 total_energy_ev=-62427.341 lumo_energy_ev=-0.5
C 2.86821 1.71291 1.23413 -0.25
O 1.56001 1.54063 1.79733 -0.55
C 0.96898 0.34266 1.83358 0.25
C -0.39002 0.30045 1.28009 -0.07
C -1.06632 -0.94215 1.27621 -0.20
C -2.35325 -1.06479 0.76103 -0.21
C -2.96378 0.08159 0.25087 -0.19
C -2.27289 1.29764 0.15083 -0.22
C -0.96456 1.39919 0.60660 -0.20
H 3.37987 2.45704 1.84695 0.20
H 3.49460 0.81024 1.23599 0.21
H 2.75041 2.06451 0.20212 0.19
H 1.75956 -0.47656 0.93194 0.06
H -0.60958 -1.81434 1.73602 0.25
H -2.89030 -2.02216 0.81178 0.22
H -4.00050 0.04403 -0.05534 0.22
H -2.74230 2.21329 -0.22268 0.22
H -0.36132 2.31501 0.53672 0.24
C 2.62310 0.55796 9.13637 -0.65
C 1.68885 0.25061 8.03050 -0.16
C 0.65152 -0.66192 7.93655 -0.26
C 0.03648 -0.64211 6.65633 -0.21
C 0.45188 0.44682 5.87803 -0.26
B 1.79717 -1.03720 1.96690 0.70
C 0.00696 0.85644 4.61443 0.06
C 0.36206 2.11534 4.11186 -0.18
C -0.62989 2.90824 3.62135 -0.16
C -0.25766 4.29318 3.13141 0.98
F -0.99366 5.29580 3.69813 -0.32
F 1.05885 4.58826 3.36967 -0.33
F -0.40233 4.42625 1.76916 -0.33
C -1.96598 2.44133 3.61136 -0.19
C -2.17178 1.05966 3.79303 -0.16
C -3.54538 0.43510 3.91255 0.99
F -3.50249 -0.91962 3.65670 -0.33
F -4.04450 0.57934 5.18110 -0.33
F -4.47631 0.95387 3.05540 -0.33
C -1.09264 0.22758 4.04458 -0.15
O 2.93618 -0.76260 2.75045 -0.71
C 3.47558 -2.06640 3.06062 0.25
C 4.85106 -2.06874 2.46665 -0.62
C 3.61640 -2.17341 4.62193 -0.64
C 2.48444 -3.09794 2.35337 0.24
C 2.67762 -3.61920 0.91753 -0.63
C 2.23799 -4.29158 3.20076 -0.62
O 1.28491 -2.31609 2.19838 -0.71
S 1.87523 1.15917 6.56162 0.43
H 2.42151 -0.02472 10.03873 0.23
H 3.65120 0.35230 8.79584 0.23
H 2.55290 1.62736 9.39085 0.23
H 0.41411 -1.33548 8.75283 0.23
H -0.69984 -1.36554 6.32826 0.23
H 1.38810 2.43731 4.11083 0.25
H -2.81227 3.11715 3.47073 0.24
H -1.07800 -0.84674 3.97122 0.25
H 5.28591 -3.07173 2.54551 0.20
H 4.79552 -1.74308 1.41895 0.21
H 5.52569 -1.38215 2.99896 0.22
H 4.10091 -3.12179 4.92952 0.21
H 4.31233 -1.39952 5.01528 0.22
H 2.65449 -2.10475 5.16730 0.22
H 3.59996 -4.19077 0.78739 0.21
H 1.82052 -4.28996 0.71088 0.22
H 2.67296 -2.81648 0.18205 0.21
H 3.06745 -4.96332 2.98704 0.21
H 2.25861 -3.99242 4.25061 0.22
H 1.30512 -4.75468 2.88429 0.22

=====

Record 4
24
Properties=species:S:1:pos:R:3:nbo_charge:R:1 method="wB97M-V/def2-TZVPD" homo_lumo_gap_ev=9.975 total_energy_ev=-16108.778 lumo_energy_ev=-0.4
O -0.57551 2.40748 1.71408 -0.42
O 0.77719 1.36830 3.11765 -0.31
O 1.49669 2.96744 0.07269 -0.74
O 3.07655 1.15918 1.80430 -0.71
N 0.32378 1.57813 1.98323 0.52
C -0.00320 -0.90320 -0.83570 -0.61
C -1.61014 -0.28208 0.79500 -0.61
C 1.08234 1.63165 -0.37535 -0.08
C 2.25161 0.20571 1.19972 -0.05
C -0.07847 -0.43365 0.59752 -0.21
C 0.83817 0.78562 0.90305 -0.01
H 0.64445 3.23192 0.45638 0.48
H 2.92351 2.00199 1.33061 0.48
H -0.53672 -0.45350 -1.61898 0.22
H -0.28618 -1.94788 -0.92548 0.23
H 1.11769 -0.92012 -1.11140 0.20
H -1.92236 0.13551 1.74930 0.22
H -1.95968 0.44659 0.03653 0.20
H -2.14512 -1.17519 0.55705 0.22
H 0.20157 1.79587 -1.02030 0.19
H 1.83140 1.19809 -0.99956 0.20
H 2.77122 -0.07457 0.29614 0.17
H 2.24922 -0.74803 1.82470 0.19
H 0.23224 -1.27501 1.14908 0.22

=====

Record 5
60
Properties=species:S:1:pos:R:3:lowdin_spin:R:1 method="wB97M-V/def2-TZVPD" s2=0.76 homo_lumo_gap_ev="6.298 / 5.836" spin_multiplicity=2 total_energy_ev=-77335.222 lumo_energy_ev="2.2 / 2.2" total_charge=-1
Ru 1.64112 -1.36792 -0.29047 0.58
O 3.99149 -1.02220 -3.25546 0.00
C 3.28417 -1.30369 -2.30341 0.00
O 2.55690 -0.41396 -1.72166 0.01
C 3.23114 -2.78169 -1.74133 -0.02
C 3.90653 -4.04570 -2.13414 0.00
C 3.61443 -5.17573 -1.39952 -0.01
C 2.63444 -5.13971 -0.22394 0.00
C 2.06629 -3.95385 0.06522 0.00
N 2.45466 -2.91252 -0.75620 -0.01
C 1.03715 -3.49954 1.15948 0.00
O 0.59296 -4.29830 1.96685 0.01
O 0.67878 -2.26154 1.17683 0.01
H 4.60159 -4.07627 -2.96622 0.00
H 4.08985 -6.11558 -1.65915 0.00
H 2.40660 -6.03031 0.35216 0.00
F 0.03109 6.95838 3.23503 0.00
C -0.99915 6.32897 2.60403 0.00
F -2.01066 6.26353 3.51323 0.00
F -1.42259 7.18913 1.63596 0.00
C -0.63217 4.97363 2.05172 0.00
C 0.60705 4.38191 2.33053 0.00
C 0.92836 3.12161 1.81233 0.00
C 0.02108 2.42073 1.00400 0.00
C -1.22056 3.01653 0.73461 0.00
C -1.54451 4.27475 1.25125 0.00
P 0.51484 0.77854 0.35158 -0.01
C -0.64051 -0.27353 1.28984 0.00
C -2.01659 -0.36641 1.04591 0.00
C -2.84259 -1.14907 1.86194 0.00
C -2.31305 -1.85557 2.95081 0.00
C -0.93735 -1.77838 3.19341 0.00
C -0.11529 -0.99728 2.37449 0.00
C -3.21795 -2.67938 3.83357 0.00
F -2.59487 -3.18078 4.93669 0.00
F -4.28229 -1.96821 4.29953 0.00
F -3.74274 -3.75303 3.18103 0.00
C -0.07085 0.83270 -1.37319 0.00
C -0.65387 -0.27262 -2.00716 0.00
C -1.06442 -0.20724 -3.34586 0.00
C -0.87949 0.96202 -4.09574 0.00
C -0.25192 2.05363 -3.48657 0.00
C 0.15320 1.98402 -2.15031 0.00
C -1.30153 1.04463 -5.54185 0.00
F -0.24400 0.97401 -6.39624 0.00
F -2.15380 0.05030 -5.91629 0.00
F -1.94153 2.21143 -5.83524 0.00
H 1.33475 4.89940 2.95420 0.00
H 1.90157 2.69397 2.04846 0.00
H -1.95525 2.51419 0.11013 0.00
H -2.51690 4.70945 1.02220 0.00
H -2.47605 0.17977 0.22579 0.00
H -3.91037 -1.19363 1.65087 0.00
H -0.49359 -2.31545 4.03093 0.00
H 0.94789 -0.94821 2.60696 0.00
H -0.79304 -1.21033 -1.47188 0.00
H -1.52419 -1.08314 -3.80183 0.00
H -0.06746 2.96705 -4.05103 0.00
H 0.65595 2.85143 -1.72411 0.00
O 2.94724 -1.00494 0.78722 0.42

=====

Record 6
19
Properties=species:S:1:pos:R:3:nbo_charge:R:1 method="wB97M-V/def2-TZVPD" homo_lumo_gap_ev=9.752 total_energy_ev=-8460.589 lumo_energy_ev=1.0
C -1.15413 -0.98673 -1.31407 -0.61
C -1.04748 -0.50381 0.13460 -0.41
C 0.02866 0.55731 0.35227 -0.08
C -0.31415 1.91732 -0.23973 -0.63
C 0.93806 0.52381 1.54136 -0.37
C 1.47895 0.27374 0.37581 -0.05
O 1.76801 -1.84551 0.60728 -0.92
H -0.19366 -1.37834 -1.67612 0.19
H -1.43991 -0.17417 -1.99117 0.21
H -1.90242 -1.77992 -1.41704 0.21
H -0.86364 -1.35323 0.80420 0.20
H -2.01091 -0.08315 0.45518 0.21
H -0.56241 1.85303 -1.30487 0.21
H -1.17470 2.34576 0.28397 0.21
H 0.52320 2.61879 -0.13302 0.21
H 1.36187 -1.35950 1.35056 0.50
H 1.17081 1.17060 2.36964 0.23
H 2.34668 0.39236 -0.25959 0.23
H 1.04717 -2.18837 0.06076 0.47